Record 1
54
Properties=species:S:1:pos:R:3:nbo_charge:R:1 method="wB97M-V/def2-TZVPD" spin_multiplicity=1 de_lowest_ev=3.569 orbital_gap_ev=10.174 e_homo_ev=-9.9 smiles=CC(C)O.CO.CO.CO.CO.CO.CO.CO energy_ev=-27330.192
C 3.3271 -1.8211 1.0659 -0.6359
C 4.5226 -1.6966 1.9850 0.0839
C 5.2444 -3.0041 2.1393 -0.6309
O 5.4485 -0.7406 1.4226 -0.7198
H 2.5581 -2.4600 1.5221 0.2143
H 3.5614 -2.4022 0.1682 0.2016
H 2.8782 -0.8541 0.8596 0.2184
H 4.2315 -1.2671 2.9423 0.1834
H 6.1966 -2.9318 2.6555 0.2248
H 5.4382 -3.4014 1.1310 0.1927
H 4.6274 -3.7983 2.5714 0.2148
H 5.7577 -1.1019 0.5855 0.4518
C -1.1056 4.3511 1.7408 -0.2334
O -0.6473 3.1279 2.2671 -0.7459
H -0.4083 4.6933 0.9687 0.1550
H -2.0650 4.2130 1.2258 0.1524
H -1.2265 5.0651 2.5450 0.1847
H -0.6071 2.3932 1.6485 0.4865
C -2.0015 -2.5018 3.5098 -0.2444
O -3.2396 -2.8199 2.9154 -0.7377
H -1.4036 -1.7820 2.9388 0.1486
H -2.0863 -2.1436 4.5424 0.1623
H -1.4019 -3.4136 3.5655 0.1752
H -3.7178 -2.0015 2.7377 0.4869
C -3.1482 0.3630 1.6408 -0.2522
O -4.1584 0.0063 2.5894 -0.7398
H -3.3376 1.3773 1.2822 0.1726
H -2.1597 0.2575 2.0690 0.1903
H -3.2043 -0.2642 0.7429 0.1648
H -5.0081 0.2226 2.1968 0.4714
C 3.0117 0.3228 -2.6787 -0.2498
O 3.7409 -0.7664 -3.2252 -0.7234
H 2.0506 0.3346 -3.1833 0.1873
H 2.7810 0.1521 -1.6170 0.1598
H 3.5495 1.2735 -2.7020 0.1630
H 4.5026 -0.9642 -2.6751 0.4630
C -3.9779 0.7311 -2.8144 -0.2499
O -5.2801 0.1517 -2.9581 -0.7200
H -3.8621 1.1858 -1.8302 0.1694
H -3.2097 -0.0145 -2.9970 0.1837
H -3.8770 1.4955 -3.5937 0.1560
H -5.9012 0.8090 -2.6352 0.4613
C -0.6436 1.6857 -4.4046 -0.2514
O -0.4278 1.5862 -2.9823 -0.7567
H -0.1949 0.8525 -4.9410 0.1872
H -1.7255 1.6604 -4.5280 0.1766
H -0.2330 2.6053 -4.8159 0.1796
H -0.1537 2.4601 -2.6908 0.4838
C -0.3912 -0.5261 -0.2876 -0.2577
O -0.8085 0.8682 -0.4058 -0.7818
H 0.6430 -0.5382 0.0420 0.1744
H -1.1074 -0.9937 0.3818 0.1786
H -0.4845 -0.9990 -1.2660 0.1739
H -0.8660 0.9633 -1.3669 0.4968

---

Record 2
108
Properties=species:S:1:pos:R:3:mulliken_charge:R:1 method="wB97M-V/def2-TZVPD" spin_multiplicity=1 de_lowest_ev=2.786 orbital_gap_ev=7.951 e_homo_ev=-7.7 smiles="c1cc[nH]c1.c1cc[nH]c1.c1cc[nH]c1.c1cc[nH]c1.c1cc[nH]c1.c1cc[nH]c1.O=C1CCCO1.O=C1CCCO1.O=C1CCCO1.O=C1CCCO1" energy_ev=-67673.543
C 2.9823 1.1816 5.6714 -0.6268
C 1.6643 1.2055 6.1746 -0.2344
C 0.8915 1.8124 5.2407 -0.8092
N 1.6784 2.3017 4.2197 0.0838
C 2.9519 1.8188 4.4560 -0.4023
H 3.8879 0.7835 6.0965 0.4443
H 1.2741 0.7685 7.0805 0.4333
H -0.1640 2.0349 5.1892 0.2648
H 1.2353 2.6626 3.3933 0.2952
H 3.7756 2.0962 3.8171 0.4855
C 0.5261 -3.3989 4.6767 -1.0753
C -0.3362 -3.0455 3.5845 -0.3230
C -0.1926 -1.6831 3.4049 -0.7456
N 0.7664 -1.2493 4.2609 0.3026
C 1.1587 -2.2578 5.0795 -0.4612
H 0.7093 -4.3803 5.0838 0.3926
H -0.9479 -3.6336 2.9169 0.5452
H -0.5241 -1.0598 2.5930 0.4747
H 0.8749 -0.2579 4.4404 0.4332
H 1.8341 -2.2257 5.9183 0.3984
C 3.2394 3.7355 -0.4417 -1.0549
C 3.8497 2.6755 -1.1579 -0.3261
C 4.0237 1.6729 -0.2635 -0.7799
N 3.2008 1.8833 0.8401 0.5661
C 2.7792 3.1773 0.7155 -0.2570
H 3.0906 4.7319 -0.8250 0.4261
H 4.2356 2.7797 -2.1604 0.5097
H 4.4650 0.6994 -0.4217 0.4849
H 3.1180 1.1977 1.5791 0.1701
H 2.1797 3.6118 1.5039 0.3178
C -2.5980 -2.8787 -0.3692 -0.7432
C -2.8854 -1.5607 0.0788 0.7980
C -3.6190 -1.7431 1.2475 -1.0872
N -3.5028 -3.0518 1.6354 0.1262
C -2.9322 -3.7666 0.6121 -1.0182
H -2.0380 -3.1436 -1.2504 0.3199
H -2.5614 -0.6217 -0.3347 0.3644
H -3.9534 -1.0425 1.9981 0.4758
H -3.7022 -3.3944 2.5555 0.2623
H -2.7947 -4.8341 0.6384 0.4137
C -5.3006 4.1965 -1.2364 -0.1957
C -5.6333 5.4079 -1.8654 -0.7942
C -4.4524 6.0767 -2.1054 -0.4073
N -3.4477 5.2536 -1.7115 0.0282
C -3.9126 4.1144 -1.1301 -0.1456
H -5.9234 3.4057 -0.8509 0.3864
H -6.6358 5.7870 -1.9799 0.3785
H -4.2376 6.9518 -2.6955 0.3723
H -2.4917 5.4814 -1.9217 0.2092
H -3.3108 3.3911 -0.6102 0.2308
C -4.7597 2.9573 3.1300 -0.6154
C -5.2023 2.3526 1.9083 -1.1151
C -4.0158 1.8068 1.4779 -0.3770
N -2.9941 1.9928 2.3236 0.6899
C -3.4491 2.7639 3.3947 -0.4973
H -5.3843 3.5324 3.8091 0.3422
H -6.1604 2.3411 1.4292 0.4833
H -3.8003 1.2232 0.5899 0.6400
H -2.0381 1.7240 2.1732 0.1260
H -2.8152 2.9787 4.2351 0.3973
O 3.9901 -0.5551 1.9686 -0.7644
C 3.5632 -1.5947 1.5186 0.3605
C 3.1912 -2.9062 2.2336 0.3971
C 2.4866 -3.6715 1.0949 -0.7371
C 2.8697 -2.9552 -0.2037 0.0259
O 3.3889 -1.6739 0.1996 -0.1342
H 4.0982 -3.4355 2.5163 0.4316
H 2.4595 -2.7572 3.0218 -0.4914
H 2.8185 -4.7081 1.0660 0.4371
H 1.4098 -3.6219 1.2431 0.0924
H 3.6856 -3.4281 -0.7459 0.4181
H 1.9505 -2.8026 -0.7600 -0.0429
O -2.1877 -1.3087 -3.0135 -0.5255
C -1.7001 -2.0550 -3.8098 0.1900
C -0.4326 -1.8534 -4.6073 1.0963
C -0.7817 -2.6598 -5.8770 -0.9955
C -1.8470 -3.6787 -5.4390 -0.4198
O -2.3029 -3.1952 -4.1855 -0.3880
H -0.4552 -0.7858 -4.8128 0.2771
H 0.4260 -2.1793 -4.0209 -0.3771
H -1.2863 -1.8616 -6.4364 0.3350
H -0.0466 -2.9776 -6.6125 0.4335
H -2.6636 -3.6930 -6.1588 0.2808
H -1.4198 -4.6807 -5.3999 0.3370
O 1.7953 -2.9617 -3.2034 -0.6276
C 2.3294 -2.0519 -3.7537 0.4183
C 3.7373 -1.5720 -3.5547 0.5792
C 3.9071 -0.3948 -4.4740 -0.5442
C 2.6276 -0.3958 -5.3297 -0.7550
O 1.6785 -1.1913 -4.6088 -0.3399
H 3.8028 -1.2142 -2.5255 -0.5644
H 4.4429 -2.3911 -3.6908 0.4499
H 3.9207 0.4944 -3.8387 0.0318
H 4.8226 -0.3290 -5.0585 0.3662
H 2.3329 0.6079 -5.6234 0.4343
H 2.8046 -0.9484 -6.2577 0.3753
O -0.1282 1.1617 1.8651 -0.7542
C -0.1040 1.1086 0.6580 0.1463
C 0.4019 -0.0012 -0.1889 1.0718
C -0.1971 0.3177 -1.5722 0.9803
C -0.4369 1.8505 -1.4679 -0.8071
O -0.6834 2.0771 -0.0781 -0.3153
H 1.4909 0.0646 -0.2682 -0.5771
H 0.0890 -0.9461 0.2497 0.2816
H 0.4292 0.1230 -2.4422 -0.0640
H -1.1072 -0.2719 -1.6894 -0.7606
H 0.4724 2.3826 -1.7550 0.2908
H -1.3180 2.1797 -2.0136 0.4666

---

Record 3
49
Properties=species:S:1:pos:R:3:nbo_charge:R:1 method="wB97M-V/def2-TZVPD" spin_multiplicity=1 de_lowest_ev=0.242 orbital_gap_ev=9.807 e_homo_ev=-9.0 smiles="CCCO[C@@H]1CCCN(C(=O)c2cc(COc3c(F)cccc3F)on2)C1" energy_ev=-36663.489
C 0.0807 3.8478 0.9070 -0.6046
C 0.3021 2.3677 0.6260 -0.4169
C 1.7799 2.0000 0.7010 -0.0458
O 1.9035 0.6246 0.4242 -0.5537
C 3.1860 0.0719 0.6340 0.1005
C 4.1647 0.3742 -0.5117 -0.4302
C 3.6539 -0.2484 -1.8091 -0.4128
C 3.4133 -1.7454 -1.6157 -0.2237
N 2.4902 -1.9545 -0.5171 -0.4118
C 1.1958 -2.1975 -0.8124 0.6578
O 0.8167 -2.4290 -1.9503 -0.6164
C 0.1929 -2.2305 0.2862 0.0677
C -1.2002 -2.0824 0.0426 -0.3269
C -1.7630 -2.2254 1.2761 0.2877
C -3.1768 -2.1889 1.7592 -0.1068
O -4.0968 -1.8751 0.7414 -0.4609
C -4.0366 -0.6813 0.0988 0.1454
C -3.3122 0.4589 0.4453 0.3938
F -2.5379 0.4738 1.5573 -0.3359
C -3.3523 1.6187 -0.3092 -0.2980
C -4.1369 1.6818 -1.4431 -0.1982
C -4.8860 0.5789 -1.8183 -0.2822
C -4.8251 -0.5679 -1.0565 0.3767
F -5.5508 -1.6375 -1.4257 -0.3070
O -0.7966 -2.4497 2.1808 -0.2629
N 0.4040 -2.4524 1.5594 -0.1247
C 2.9843 -1.4495 0.7384 -0.2485
H 0.6035 4.4602 0.1753 0.2026
H 0.4495 4.1072 1.8969 0.2040
H -0.9777 4.0926 0.8644 0.2079
H -0.0644 2.1097 -0.3693 0.2047
H -0.2409 1.7590 1.3499 0.2120
H 2.1755 2.2173 1.7062 0.1604
H 2.3507 2.6001 -0.0242 0.1583
H 3.6006 0.4485 1.5845 0.1754
H 4.2826 1.4526 -0.6314 0.2108
H 5.1394 -0.0430 -0.2501 0.2037
H 2.7075 0.2210 -2.0826 0.2158
H 4.3692 -0.0874 -2.6165 0.2123
H 2.9734 -2.1847 -2.5122 0.2479
H 4.3523 -2.2572 -1.3809 0.1875
H -1.6633 -1.9073 -0.9046 0.2584
H -3.2576 -1.5042 2.6138 0.2089
H -3.4737 -3.1884 2.0959 0.2210
H -2.7608 2.4586 0.0165 0.2308
H -4.1683 2.5843 -2.0308 0.2230
H -5.5125 0.5910 -2.6952 0.2352
H 2.2750 -1.6833 1.5300 0.2620
H 3.9434 -1.9298 0.9557 0.1959

---

Record 4
64
Properties=species:S:1:pos:R:3:nbo_charge:R:1 method="wB97M-V/def2-TZVPD" spin_multiplicity=1 de_lowest_ev=0.267 orbital_gap_ev=7.104 e_homo_ev=-4.3 charge=-1 energy_ev=-67411.777
Au -0.1527 0.7693 -0.8034 0.4508
C -1.0728 -6.1113 1.9062 -0.2311
C -1.5458 -5.8848 0.6197 -0.2383
C -1.5026 -4.6089 0.0692 -0.1665
C -0.9843 -3.5349 0.7932 -0.3090
C -0.4982 -3.7837 2.0770 -0.2162
C -0.5471 -5.0540 2.6357 -0.2079
P -0.8509 -1.7654 0.1938 0.8201
C -1.1242 -2.0794 -1.5997 -0.2177
C -2.2970 -1.7540 -2.2744 -0.2396
C -2.4185 -2.0125 -3.6350 -0.2200
C -1.3712 -2.5999 -4.3313 -0.2323
C -0.1981 -2.9300 -3.6621 -0.2065
C -0.0768 -2.6711 -2.3057 -0.2421
C -2.4920 -1.1229 0.7688 -0.3249
C -3.4838 -1.9840 1.1764 -0.2254
C -4.6842 -1.5161 1.7498 -0.2364
C -4.8648 -0.1823 1.9518 -0.1756
C -3.8697 0.7472 1.5639 -0.1042
C -4.0608 2.1275 1.8101 -0.2238
C -3.1086 3.0227 1.4212 -0.2170
C -1.9541 2.5793 0.7443 -0.2805
C -1.6978 1.2509 0.4596 -0.3369
C -2.6749 0.2980 0.9223 0.0062
H -1.1090 -7.1065 2.3341 0.2019
H -1.9570 -6.7052 0.0428 0.2028
H -1.8819 -4.4528 -0.9335 0.2109
H -0.0812 -2.9555 2.6425 0.2150
H -0.1699 -5.2209 3.6384 0.2028
H -3.1123 -1.2899 -1.7322 0.2242
H -3.3343 -1.7522 -4.1538 0.2029
H -1.4631 -2.7894 -5.3945 0.2010
H 0.6330 -3.3663 -4.2035 0.2069
H 0.8447 -2.9074 -1.7862 0.2256
H -3.3565 -3.0524 1.0750 0.2120
H -5.4483 -2.2285 2.0392 0.1991
H -5.7727 0.1915 2.4148 0.1944
H -4.9707 2.4498 2.3060 0.1910
H -3.2389 4.0823 1.6192 0.1938
H -1.2417 3.3345 0.4251 0.1956
Cl 2.7717 -0.2321 -2.3609 -0.1936
C 1.1409 0.6106 -2.4897 -0.8212
H 0.6562 0.0654 -3.3022 0.1858
H 1.4048 1.5883 -2.8965 0.1789
C 3.8401 0.0947 1.7030 -0.9312
P 2.2358 0.5919 0.8854 0.8628
C 2.8117 2.2535 0.3194 -0.9576
C 1.3342 1.0420 2.4291 -0.3268
C 1.0454 0.0059 3.3246 -0.2256
C 0.3291 0.2399 4.4888 -0.2058
C -0.1325 1.5197 4.7739 -0.2337
C 0.1221 2.5504 3.8829 -0.2254
C 0.8485 2.3132 2.7211 -0.1568
H 3.7199 -0.8664 2.2040 0.2197
H 4.1847 0.8372 2.4267 0.2032
H 4.5908 -0.0262 0.9180 0.2242
H 3.2474 2.8199 1.1463 0.2046
H 1.9850 2.8094 -0.1226 0.2388
H 3.5667 2.0973 -0.4523 0.2409
H 1.3730 -1.0012 3.0837 0.2059
H 0.1163 -0.5770 5.1690 0.2010
H -0.7015 1.7055 5.6775 0.2015
H -0.2624 3.5436 4.0831 0.2026
H 1.0144 3.1270 2.0267 0.2026

---

Record 5
18
Properties=species:S:1:pos:R:3:nbo_charge:R:1 method="wB97M-V/def2-TZVPD" spin_multiplicity=1 orbital_gap_ev=9.362 e_homo_ev=-15.8 charge=+2 energy_ev=-16514.975
C 6.4416 -1.9944 1.9660 -0.2536
C 5.9605 -1.4116 2.9116 -0.2597
H 6.8614 -2.5949 1.1724 0.2587
H 0.2140 2.6890 -2.1499 0.5410
H 5.5798 -0.8532 3.7545 0.2569
Rb 3.1885 -1.0367 0.5161 0.9972
O -1.9671 0.9410 -1.0623 -0.5631
Na -3.0543 2.6769 -2.3774 0.9881
O -0.6877 2.3603 -2.0146 -0.7282
C -0.7152 1.2736 -1.2611 0.9967
O 0.2606 0.7103 -0.8182 -0.6455
C -2.2689 -0.2243 -0.2336 -0.0670
C -3.7669 -0.3157 -0.1304 -0.6445
H -1.8279 -1.0983 -0.7280 0.2079
H -1.7912 -0.0653 0.7405 0.2079
H -4.2207 -0.4577 -1.1202 0.2212
H -4.0227 -1.1820 0.4918 0.2631
H -4.1839 0.5832 0.3427 0.2228

---

Record 6
13
Properties=species:S:1:pos:R:3:nbo_charge:R:1 method="wB97M-V/def2-TZVPD" spin_multiplicity=1 de_lowest_ev=0.993 orbital_gap_ev=10.339 e_homo_ev=-9.0 smiles="C=C/C=C/C" energy_ev=-5313.174
C -0.2402 -1.7996 -1.7531 -0.3850
C -0.0893 -0.4974 -1.5389 -0.2058
C 0.4900 0.1231 -0.3149 -0.2514
C -0.3120 0.6777 0.5883 -0.1467
C 0.2044 1.2225 1.9082 -0.6487
H -0.7970 -2.0981 -2.6302 0.1962
H 0.1027 -2.5719 -1.0799 0.1929
H -0.5801 0.1578 -2.2536 0.2005
H 1.5178 -0.1079 -0.0422 0.2054
H -1.3694 0.8282 0.4176 0.1949
H 1.1897 1.6587 1.7370 0.2155
H 0.3362 0.4246 2.6347 0.2178
H -0.4528 1.9821 2.3270 0.2143